38
Properties=species:S:1:pos:R:3:forces:R:3:nbo_charge:R:1 method="wB97M-V/def2-TZVPD" total_charge=+1 total_energy_ha=-1119.66392 lumo_ev=-5.72 homo_lumo_gap_ev=5.3668
C -0.07423 -2.84453 -0.24488 0.0759 -0.3748 -0.6598 -0.645
C -0.64676 -1.70889 0.53580 -0.1550 0.3028 0.3398 0.017
C -0.18646 -1.55338 1.77558 -0.3143 0.1350 0.1247 -0.434
C -1.67134 -0.80774 -0.04597 0.0571 -0.3417 -0.4902 -0.043
C -2.24642 0.32462 0.73748 -0.0709 0.4196 0.6123 -0.641
C -2.12567 -0.95779 -1.28887 0.2502 -0.2585 0.1604 -0.346
H -0.47657 -2.92092 -1.25164 0.0680 -0.0648 0.0573 0.223
H 1.00788 -2.74054 -0.33670 -0.0381 0.0091 0.0028 0.233
H -0.27268 -3.79280 0.25671 -0.0092 -0.0050 -0.0199 0.213
H -0.52277 -0.77947 2.43337 -0.0532 0.3155 0.2405 0.189
H 0.55894 -2.22121 2.16155 0.3638 -0.2541 0.1036 0.180
H -1.84623 0.39772 1.74527 -0.0303 0.0837 0.0035 0.202
H -2.04819 1.27507 0.23998 -0.0038 -0.0310 0.0410 0.235
H -3.32848 0.21916 0.82615 0.0035 0.0103 -0.0176 0.223
H -2.86648 -0.28648 -1.67846 -0.2345 0.2167 -0.1395 0.202
H -1.78685 -1.73079 -1.94671 0.0737 -0.2122 -0.2509 0.195
Cl -2.64131 2.20674 7.52216 0.0632 -0.2676 -0.1571 0.111
C -2.31615 0.71464 6.74360 -0.0011 -0.2264 -0.1171 0.052
C -3.29492 0.11298 5.94950 -0.1738 0.3182 0.0940 -0.235
C -3.04846 -1.08997 5.34304 0.4818 -0.3702 0.0067 -0.083
C -1.79952 -1.74530 5.50639 -0.0449 0.4441 0.1965 -0.194
C -1.53146 -3.00736 4.92453 0.3520 -0.5150 -0.1146 0.345
C -0.21267 -3.73360 5.01170 -0.3246 -0.1046 -0.1430 -0.494
C -0.45180 -5.07721 4.28497 -0.0216 0.0931 0.0004 -0.473
C -1.87737 -5.00335 3.83366 0.7318 0.5792 0.5914 0.079
C -2.44128 -3.82796 4.20492 -0.3725 0.1414 -0.0817 -0.308
C -0.81735 -1.10105 6.30283 -0.3652 -0.3499 -0.3713 -0.089
C -1.07514 0.09748 6.90841 0.0236 0.3463 0.2372 -0.233
H -4.24204 0.61295 5.83004 -0.1332 0.0078 -0.0572 0.251
H -3.80650 -1.54394 4.72815 -0.1772 0.0015 -0.0671 0.229
H 0.57495 -3.13927 4.53248 -0.1142 -0.0605 0.1037 0.273
H 0.07619 -3.87585 6.06027 -0.0175 0.0288 -0.1740 0.268
H 0.22277 -5.20487 3.42651 -0.1388 -0.0778 0.1732 0.265
H -0.29672 -5.93643 4.95300 -0.0144 0.1101 -0.2269 0.265
H -2.39199 -5.78960 3.30493 -0.0025 -0.0992 -0.0963 0.243
H -3.46359 -3.56135 4.00228 -0.1252 0.0385 -0.0538 0.245
H 0.13907 -1.57344 6.44084 0.2163 -0.0271 0.0739 0.229
H -0.33809 0.57848 7.52775 0.1748 0.0390 0.0753 0.251

***

61
Properties=species:S:1:pos:R:3:forces:R:3:nbo_charge:R:1 method="wB97M-V/def2-TZVPD" total_charge=0 total_energy_ha=-2225.98268 lumo_ev=-1.72 homo_lumo_gap_ev=6.2547
C -6.42028 -0.18566 3.29557 -0.4278 -0.2054 0.1290 -0.628
C -5.02460 0.04580 2.83714 0.2124 0.0320 -0.0449 0.010
C -4.46627 1.30860 2.94860 -0.0355 -0.3379 -0.1243 -0.223
C -3.18136 1.56035 2.51037 0.3771 -0.2974 -0.2348 -0.001
C -2.59293 2.91268 2.65148 0.3762 0.5791 -0.0294 -0.641
C -2.43327 0.52405 1.94713 0.3841 0.1379 0.3856 0.191
N -1.07398 0.78634 1.53790 1.4450 0.3089 -1.2186 -0.485
C 0.03294 0.72811 2.28037 -0.1699 -1.1719 2.7308 0.204
N 1.15472 1.00801 1.60890 -1.2868 0.2397 -1.3206 -0.498
C 2.49262 0.62914 1.99686 -0.3219 0.1418 0.3602 0.194
C 2.81150 -0.72865 2.07861 -0.1268 0.2873 -0.0723 -0.010
C 1.79365 -1.75376 1.73858 -0.2723 -0.4755 -0.0524 -0.628
C 4.07676 -1.09922 2.48844 0.0333 0.2589 -0.0003 -0.223
C 5.03357 -0.15227 2.81062 -0.1707 0.1996 -0.0487 0.007
C 6.38859 -0.59179 3.23502 0.4747 -0.0119 0.1596 -0.627
C 4.70247 1.19182 2.72560 0.0024 -0.3637 -0.0444 -0.226
C 3.44147 1.60014 2.32857 -0.4328 -0.2888 -0.1759 -0.001
C 3.08877 3.04307 2.27427 -0.0546 0.4964 0.0523 -0.632
C 0.81461 1.30587 0.18286 0.2661 -0.0902 -0.0689 -0.247
C -0.72444 1.19046 0.14325 -0.1975 0.0205 0.0223 -0.248
C -2.97448 -0.76071 1.84353 0.2555 0.3377 -0.0202 -0.002
C -2.17081 -1.87980 1.28668 0.1912 -0.4376 -0.1406 -0.634
C -4.26448 -0.97968 2.29285 -0.0726 0.3319 0.0387 -0.229
H -6.72044 -1.22499 3.14595 -0.0109 0.0881 0.0311 0.214
H -6.51978 0.04892 4.35814 -0.0897 0.0118 -0.0585 0.222
H -7.10987 0.45098 2.73638 -0.0506 -0.0360 0.1058 0.221
H -5.04409 2.10528 3.38566 -0.1306 0.2395 0.1119 0.207
H -1.56683 2.93065 2.28751 -0.0595 0.0949 0.1051 0.223
H -3.16118 3.64691 2.08123 -0.1002 0.0913 0.0535 0.218
H -2.57834 3.21960 3.69664 -0.0281 0.0831 0.0345 0.230
H 2.20375 -2.76151 1.78930 0.0673 0.0197 -0.0033 0.218
H 0.95612 -1.70258 2.43228 -0.1063 -0.0207 -0.0390 0.236
H 1.40741 -1.59940 0.73127 -0.1357 -0.0038 -0.0561 0.209
H 4.32616 -2.14284 2.56117 0.0320 -0.3332 -0.0072 0.206
H 7.03019 0.26119 3.46159 -0.0037 -0.0634 0.0001 0.213
H 6.32761 -1.21738 4.12800 0.0756 -0.0275 -0.0457 0.221
H 6.86434 -1.17202 2.44196 0.0545 -0.0388 0.0799 0.220
H 5.44086 1.93030 2.98249 0.1901 0.2502 0.0682 0.204
H 3.92336 3.67215 2.58739 -0.0037 -0.0791 -0.0255 0.216
H 2.81309 3.33911 1.26186 -0.0773 0.0808 -0.0059 0.213
H 2.24536 3.25604 2.93196 -0.0855 0.0247 -0.0609 0.231
H 1.17808 2.30330 -0.07968 -0.1349 -0.0985 -0.0919 0.199
H 1.30366 0.57844 -0.47003 -0.0426 0.0523 -0.0544 0.198
H -1.08018 0.42981 -0.55706 0.0780 0.1345 -0.0637 0.200
H -1.20311 2.14385 -0.09827 0.0233 -0.0703 -0.0584 0.199
H -2.74940 -2.80307 1.24832 -0.0291 0.0472 0.0161 0.218
H -1.83690 -1.66010 0.27289 0.1252 -0.0061 -0.0385 0.212
H -1.29188 -2.06763 1.90214 0.1206 0.0101 -0.0380 0.233
H -4.68729 -1.96636 2.21719 -0.0960 -0.2768 -0.0361 0.206
Cl -2.70683 -4.02845 5.94128 -0.0395 -0.3775 -0.1506 0.075
C -1.95179 -2.50582 5.99351 -1.4167 0.8788 1.2683 -0.072
C -2.49210 -1.50781 6.72309 0.0900 -1.7936 -0.7003 -0.248
C -1.86376 -0.21405 6.79003 -0.4946 1.4724 0.7871 0.446
O -2.34978 0.69668 7.43506 -0.0138 -0.3120 -0.1068 -0.469
C -0.61406 -0.03180 6.05971 1.3843 -0.7714 -1.1847 -0.061
Cl 0.14754 1.48664 6.12798 -0.0150 0.2500 0.0935 0.084
C -0.06906 -1.03119 5.33594 -0.0563 1.6809 0.7034 -0.246
C -0.71249 -2.31649 5.24579 0.6949 -1.1165 -0.9452 0.455
O -0.24321 -3.21474 4.57121 -0.0890 0.1732 0.1047 -0.479
H -3.39938 -1.66790 7.27860 -0.1649 0.1249 0.1163 0.245
H 0.85288 -0.87518 4.80336 0.0898 -0.0744 -0.1914 0.262

***

62
Properties=species:S:1:pos:R:3:forces:R:3:lowdin_spin:R:1 method="wB97M-V/def2-TZVPD" total_charge=+2 total_energy_ha=-2221.37724 spin_multiplicity=6 relative_energy_kj_mol=0.0 lumo_ev="-7.07 / -7.04" homo_lumo_gap_ev="6.9526 / 6.9894"
Sm -0.41168 0.02412 1.03906 0.2538 -0.1219 0.5539 5.062
O 1.52276 -3.48830 3.48715 -0.0725 0.0820 -0.1092 0.000
C 1.10800 -2.34226 3.01113 0.0999 -0.0430 0.1409 0.000
O 0.32001 -2.21520 2.09047 -0.1017 0.0955 -0.0939 -0.005
C 1.69751 -1.14626 3.69701 -0.0541 -0.0688 -0.0540 0.000
C 2.64702 -1.20990 4.70353 0.0371 0.0020 0.0514 0.000
C 3.12570 -0.01228 5.21388 0.0186 0.0066 0.0101 0.000
C 2.64002 1.18761 4.70747 0.0365 -0.0144 0.0547 0.000
C 1.68259 1.14017 3.70813 -0.0402 0.0865 -0.0289 0.000
N 1.22531 -0.00579 3.21435 -0.1014 0.0368 -0.0772 -0.003
C 1.04641 2.32669 3.02912 -0.1200 0.0966 -0.0449 0.000
O 1.29707 3.54987 3.41411 0.0519 -0.1100 0.0395 0.000
O 0.27543 2.13920 2.10264 0.0249 0.0063 0.0168 -0.006
H 1.11472 -4.22247 2.99540 0.0248 -0.0517 0.0290 0.000
H 2.99924 -2.16458 5.06798 0.0047 0.0083 0.0015 0.000
H 3.87227 -0.01076 5.99661 -0.0032 0.0028 -0.0062 0.000
H 3.02318 2.12232 5.09703 -0.0079 -0.0105 0.0013 0.000
H 1.88946 3.60877 4.17637 0.0217 0.0477 0.0174 0.000
C 3.42777 -0.01039 0.57702 -0.0012 0.0014 0.0360 0.000
C 2.57623 0.00091 -0.64882 -0.0892 0.0046 -0.0274 0.000
C 2.98087 0.00556 -1.96731 0.0322 0.0019 -0.0969 -0.001
C 1.81115 0.01462 -2.72728 0.0099 0.0051 -0.1089 -0.001
C 1.67028 0.02281 -4.21347 0.0570 -0.0008 0.0480 0.000
N 0.77204 0.01580 -1.88891 -0.0952 -0.0155 0.1656 0.000
N 1.22694 0.00740 -0.59132 0.1319 -0.0055 -0.1838 -0.011
B -0.75726 0.01262 -2.23091 0.0038 -0.0036 -0.0309 0.000
N -1.43859 1.27799 -1.65717 -0.0869 -0.0148 -0.0182 0.000
N -1.65039 1.45979 -0.31327 0.1396 0.1983 -0.1581 -0.017
C -2.30675 2.61823 -0.16756 -0.0416 -0.0126 0.0623 -0.001
C -2.69217 3.13001 1.18035 -0.0356 0.0020 -0.0029 0.000
C -2.53436 3.18394 -1.41468 0.0057 0.0342 -0.0246 0.000
C -1.96666 2.31411 -2.33308 -0.0131 -0.0466 -0.0686 0.000
C -1.92037 2.42843 -3.81978 -0.0207 0.0405 0.0287 0.000
N -1.43436 -1.25352 -1.64714 -0.0907 0.0061 -0.0068 0.000
N -1.65356 -1.42737 -0.30247 0.0848 -0.2251 -0.2172 -0.016
C -2.33203 -2.57236 -0.15719 -0.0399 0.0204 0.0716 -0.001
C -2.75394 -3.06123 1.18850 -0.0275 -0.0051 0.0040 0.000
C -2.56129 -3.14111 -1.40229 0.0017 -0.0464 -0.0343 0.000
C -1.97634 -2.28359 -2.32145 -0.0125 0.0407 -0.0666 0.000
C -1.93001 -2.40560 -3.80761 -0.0163 -0.0327 0.0274 0.000
H 4.47953 0.01288 0.30202 -0.0051 -0.0011 -0.0214 0.000
H 3.26725 -0.91433 1.16896 -0.0169 -0.0060 -0.0037 0.000
H 3.23727 0.86229 1.20552 -0.0168 0.0083 -0.0033 0.000
H 3.99124 0.00476 -2.34090 -0.0227 -0.0019 0.0041 0.000
H 2.65667 0.02699 -4.67062 -0.0053 -0.0009 -0.0043 0.000
H 1.12866 0.90328 -4.55704 0.0095 0.0110 0.0173 0.000
H 1.13138 -0.85559 -4.56670 0.0094 -0.0116 0.0152 0.000
H -0.86589 0.00697 -3.41451 0.0049 -0.0004 0.0743 0.000
H -2.56960 2.36835 1.95319 0.0139 -0.0196 0.0018 0.000
H -3.73821 3.43284 1.19110 0.0069 0.0153 -0.0181 0.000
H -2.08912 3.99427 1.45907 0.0014 -0.0053 -0.0128 0.000
H -3.05511 4.10103 -1.63343 0.0266 -0.0090 0.0070 0.000
H -2.37947 3.36498 -4.12669 -0.0080 -0.0061 0.0058 0.000
H -2.45834 1.60995 -4.29757 -0.0048 0.0000 0.0096 0.000
H -0.89507 2.41752 -4.18892 0.0047 -0.0022 0.0172 0.000
H -2.48959 -2.35735 1.98019 0.0220 0.0235 -0.0029 0.000
H -2.29053 -4.01961 1.42246 -0.0065 0.0014 -0.0158 0.000
H -3.83422 -3.19759 1.22559 0.0022 -0.0156 -0.0150 0.000
H -3.09510 -4.05082 -1.62066 0.0227 0.0105 0.0077 0.000
H -2.38569 -3.34546 -4.10971 -0.0089 0.0067 0.0087 0.000
H -0.90549 -2.39144 -4.17859 0.0041 0.0053 0.0196 0.000
H -2.47280 -1.59194 -4.28836 -0.0023 0.0004 0.0085 0.000